(1)
# C7H9N3

An isolated molecule of C7H9N3 in a non-equilibrium geometry (ωB97M-V/def2-TZVPD, the Open Molecules 2025 dataset).

Each line ends with the Mulliken charge.
Cartesian coordinates (Å):
C -2.5198 -1.6129 -0.3332  -0.809
N -1.4407 -0.5072 0.1298  -0.011
C -1.9644 0.8358 -0.1236  -0.448
C -1.0803 1.7925 -0.1239  -0.598
C 0.5873 1.5468 -0.1368  -0.187
C 0.4527 0.3651 0.8556  -0.126
C -0.0206 -0.6328 -0.0278  -0.301
N 1.2280 -0.8326 0.8031  -0.485
C 2.3454 -0.7325 -0.0935  0.556
N 3.4697 -0.3387 -0.6746  -0.475
H -2.1290 -2.5260 0.1186  0.333
H -3.4387 -1.2766 0.2289  0.270
H -2.6490 -1.2103 -1.5638  0.289
H -2.8769 0.8309 -0.2461  0.699
H -1.2839 2.8932 -0.3631  0.271
H 0.9429 1.1542 -1.2171  0.257
H 1.4842 2.3216 0.4201  0.243
H -0.1305 0.5831 1.8574  0.368
H 0.4797 -0.3925 -1.1432  0.153

DFT total energy: -11864.4978 eV
LUMO energy: 0.7 eV
Maximum force: 0.2384 hartree/bohr
Charge: 0
SMILES string: CN1C=CC[C@H]2[C@H]1N2C#N

***

(2)
# C7H9N3O2

A 2-piece molecular cluster, C7H9N3O2 overall in a non-equilibrium geometry (ωB97M-V/def2-TZVPD, the Open Molecules 2025 dataset).

Each line ends with the Mulliken charge.
Cartesian coordinates (Å):
O 3.4498 1.7262 0.6569  -0.519
C 3.0629 0.5371 0.0677  0.364
C 3.8569 -0.5848 -0.0256  -0.281
N 3.0944 -1.5575 -0.5349  -0.755
N 1.9210 -0.9993 -0.6607  0.412
N 1.8501 0.2919 -0.3428  -0.286
H 3.0544 2.4580 0.1538  0.348
H 4.8953 -0.6959 0.2269  0.433
H 1.1238 -1.5200 -0.9917  0.262
O -0.6782 1.7748 -0.5088  -0.540
C -1.4357 0.8938 -0.1967  0.311
C -2.8309 0.6782 -0.7642  -0.531
C -3.3084 -0.5638 -0.0725  -0.348
C -2.4272 -1.0600 0.7815  -0.398
C -1.1944 -0.1813 0.8758  -0.264
H -3.4545 1.5505 -0.5469  0.269
H -2.7734 0.5870 -1.8450  0.298
H -4.2832 -1.0013 -0.2588  0.408
H -2.5896 -1.9491 1.3946  0.408
H -0.2352 -0.6848 0.7190  0.159
H -1.0979 0.3004 1.8724  0.250

DFT total energy: -15968.3207 eV
LUMO energy: 0.8 eV
Maximum force: 0.0453 hartree/bohr
Charge: 0
SMILES string: Oc1cn[nH]n1.O=C1CC=CC1

***

(3)
# C7H9N3O3

An isolated molecule of C7H9N3O3 in a non-equilibrium geometry (ωB97M-V/def2-TZVPD, the Open Molecules 2025 dataset).

Each line ends with the Mulliken charge.
Cartesian coordinates (Å):
C -0.1661 1.0494 -1.3322  0.455
C -1.8754 -1.1009 -0.1900  0.496
C 1.2406 1.1492 -1.4098  -0.663
C 1.7915 -0.1482 -0.6880  -0.799
C 1.4014 -0.3039 0.8566  -0.494
C 0.2287 -1.1468 1.2448  -0.465
C -1.0804 -0.5385 0.8382  -0.581
N -1.2653 0.7575 -1.4693  0.447
N -2.2227 0.0065 -1.2711  -0.561
N -1.3684 0.7518 1.2960  1.121
O -2.3659 1.3532 0.9219  -0.740
O -2.2717 -2.1973 -0.3924  -0.496
O -0.7241 1.1903 2.2273  -0.717
H 1.5741 1.1523 -2.4375  0.388
H 1.5729 2.2034 -1.0543  0.280
H 1.5420 -1.0802 -1.2213  0.368
H 2.8892 -0.0994 -0.7528  0.362
H 2.3891 -0.6634 1.3424  0.305
H 1.1074 0.7956 1.2222  0.231
H 0.3749 -2.1783 0.9048  0.416
H 0.3738 -1.3060 2.3896  0.292
H -3.1457 0.3534 -1.0252  0.355

DFT total energy: -18010.0938 eV
LUMO energy: -0.2 eV
Maximum force: 0.1044 hartree/bohr
Charge: 0

***

(4)
# C7H9N3O4

A 2-piece molecular cluster, C7H9N3O4 overall in a non-equilibrium geometry (ωB97M-V/def2-TZVPD, the Open Molecules 2025 dataset).

Each line ends with the Mulliken charge.
Cartesian coordinates (Å):
H -1.1092 -3.1084 0.5354  0.246
N -0.7827 -2.5529 -0.2048  -0.688
C -1.4924 -1.6413 -0.8125  1.033
C -2.9113 -1.3411 -0.6857  -1.275
C -0.7267 -0.8780 -1.8802  0.345
O -1.1766 0.0438 -2.4994  -0.610
O 0.4579 -1.3339 -2.2041  -0.531
H -3.5147 -1.5756 -1.6195  0.322
H -3.2388 -1.7596 0.1856  0.415
H -2.9407 -0.2711 -0.6702  0.339
H 0.5386 -2.0663 -1.5939  0.367
O 2.3864 3.3740 2.3590  -0.671
C 1.8278 2.4012 1.8804  0.449
C 0.6579 1.6731 2.3021  -0.730
C 0.2127 0.6072 1.5691  -0.069
N 0.9021 0.2067 0.4327  -0.403
C 1.8468 0.9497 -0.0377  0.448
O 2.4276 0.6591 -1.1869  -0.510
N 2.2962 2.0555 0.6580  -0.045
H 0.0539 1.9459 3.0793  0.471
H -0.6498 0.0062 1.7849  0.441
H 1.9556 -0.0341 -1.6330  0.467
H 2.9797 2.6398 0.2413  0.190

DFT total energy: -20065.2566 eV
LUMO energy: -0.2 eV
Maximum force: 0.0797 hartree/bohr
Charge: 0
SMILES string: [H]/N=C(\C)C(=O)O.O=c1ccnc(O)[nH]1

***

(5)
# C7H9NO

C7H9NO as an isolated structure in a non-equilibrium geometry (ωB97M-V/def2-TZVPD, the Open Molecules 2025 dataset).

Each line ends with the Mulliken charge.
Cartesian coordinates (Å):
C -0.5363 -1.5108 1.2476  -0.634
C 0.9563 1.6993 -0.6348  -1.323
C 0.1814 1.0218 0.4822  0.928
C 0.4633 -0.9440 0.2880  0.270
C -1.1421 -0.9785 0.0240  -0.120
C 1.3147 -1.5347 -0.5814  -0.726
N -2.2887 1.1682 -0.3145  -0.751
C -1.2810 0.4629 -0.0173  0.229
O 0.2032 1.4863 1.6352  -0.668
H -2.0631 2.1668 -0.2830  0.273
H -0.6104 -0.9494 2.1743  0.233
H -0.5035 -2.5883 1.3455  0.295
H -1.5244 -1.6148 -0.7625  0.398
H 0.7464 2.7703 -0.6026  0.372
H 2.0250 1.5557 -0.4642  0.337
H 0.7121 1.3039 -1.6233  0.349
H 2.3271 -1.1605 -0.6848  0.274
H 1.0202 -2.3542 -1.2285  0.264

DFT total energy: -10936.8707 eV
LUMO energy (alpha / beta): -1.4 / -1.4 eV
Maximum force: 0.0339 hartree/bohr
Charge: 0

***

> Which value of charge does entry 2 give?

0

***

> The highest DFT total energy belongs to which entry?

C7H9NO

***

Please write out number 5 again, unchanged.
# C7H9NO

C7H9NO as an isolated structure in a non-equilibrium geometry (ωB97M-V/def2-TZVPD, the Open Molecules 2025 dataset).

Each line ends with the Mulliken charge.
Cartesian coordinates (Å):
C -0.5363 -1.5108 1.2476  -0.634
C 0.9563 1.6993 -0.6348  -1.323
C 0.1814 1.0218 0.4822  0.928
C 0.4633 -0.9440 0.2880  0.270
C -1.1421 -0.9785 0.0240  -0.120
C 1.3147 -1.5347 -0.5814  -0.726
N -2.2887 1.1682 -0.3145  -0.751
C -1.2810 0.4629 -0.0173  0.229
O 0.2032 1.4863 1.6352  -0.668
H -2.0631 2.1668 -0.2830  0.273
H -0.6104 -0.9494 2.1743  0.233
H -0.5035 -2.5883 1.3455  0.295
H -1.5244 -1.6148 -0.7625  0.398
H 0.7464 2.7703 -0.6026  0.372
H 2.0250 1.5557 -0.4642  0.337
H 0.7121 1.3039 -1.6233  0.349
H 2.3271 -1.1605 -0.6848  0.274
H 1.0202 -2.3542 -1.2285  0.264

DFT total energy: -10936.8707 eV
LUMO energy (alpha / beta): -1.4 / -1.4 eV
Maximum force: 0.0339 hartree/bohr
Charge: 0